DFT (ωB97M-V/def2-TZVPD) results for a cluster of 9 separate species, C36H63N3O18 in total in a non-equilibrium geometry.

- DFT total energy: -2928.0957 Ha
- Structure (SMILES): CCOC(=O)OC.CCOC(=O)OC.CCOC(=O)OC.CCOC(=O)OC.CCOC(=O)OC.CCOC(=O)OC.c1cc[nH]c1.c1cc[nH]c1.c1cc[nH]c1
- ΔE to the lowest compared entry with this formula, charge and spin: 0.00 kcal per mole
- HOMO energy: -8.1 eV

The geometry in XYZ format:
```
120
Properties=species:S:1:pos:R:3:mulliken_charge:R:1
O 17.34 13.35 12.79 -0.079
O 8.79 15.07 9.33 -0.583
O 9.72 6.94 15.23 -0.375
O 17.07 15.98 16.22 -0.407
O 17.44 16.48 14.10 -0.606
O 19.18 12.36 13.61 -0.454
O 10.39 8.37 16.80 -0.223
O 16.96 12.76 9.01 -0.232
O 9.40 12.87 9.37 -0.238
O 14.18 7.18 13.79 -0.274
O 15.38 16.05 14.88 -0.356
O 14.60 8.35 15.53 -0.283
O 15.27 11.56 9.79 -0.547
O 19.42 14.17 12.48 -0.423
O 17.34 10.80 10.13 -0.399
O 16.18 8.24 13.91 -0.650
O 10.28 6.22 17.30 -0.543
O 9.34 14.03 11.26 -0.384
N 14.11 11.98 12.64 1.461
N 13.91 14.52 9.83 0.343
N 12.50 7.14 7.29 -0.025
C 16.77 9.75 10.89 -0.238
C 10.00 8.03 14.32 -0.188
C 14.52 6.81 12.45 -0.218
C 14.60 9.55 17.61 -1.150
C 9.80 12.83 11.85 -0.672
C 18.46 16.14 16.44 -0.652
C 16.67 16.15 14.97 0.951
C 9.42 12.83 7.94 -0.193
C 13.60 11.63 14.71 -1.457
C 9.28 11.40 7.47 -1.119
C 13.30 16.04 13.73 -1.525
C 12.39 7.16 8.67 -1.140
C 12.94 16.48 10.11 -0.566
C 9.14 14.10 9.94 0.737
C 18.38 12.91 9.05 0.316
C 10.82 10.13 18.37 -0.968
C 13.34 9.12 8.01 -0.312
C 10.54 8.65 18.18 -0.338
C 18.96 15.25 11.62 -0.413
C 15.49 9.22 16.38 0.304
C 13.31 10.91 12.67 -1.069
C 12.99 8.32 9.13 0.412
C 10.08 7.09 16.53 0.658
C 13.07 8.34 6.90 -0.935
C 18.54 13.30 12.91 0.415
C 14.90 15.48 10.02 -0.274
C 12.73 15.15 9.83 -0.683
C 18.29 11.40 14.25 0.302
C 14.30 12.41 13.89 -0.879
C 18.71 14.12 8.17 -1.419
C 18.30 11.80 15.80 -0.997
C 16.45 11.69 9.67 0.732
C 14.86 16.12 13.57 0.462
C 15.09 7.96 14.39 0.868
C 14.34 16.73 10.23 -1.061
C 13.06 10.57 13.97 0.290
H 9.26 11.97 11.54 0.357
H 15.04 10.27 18.28 0.422
H 9.77 8.31 18.84 0.450
H 12.38 9.81 14.36 -0.071
H 14.92 7.70 11.90 -0.069
H 13.61 9.80 17.24 -0.075
H 14.76 17.70 10.29 0.595
H 9.07 11.27 6.43 0.411
H 10.41 13.18 7.68 0.212
H 18.66 16.30 17.54 0.246
H 8.38 10.92 8.00 0.268
H 12.86 15.69 12.80 0.171
H 13.46 11.75 15.77 0.624
H 18.99 16.11 12.30 0.315
H 12.96 8.62 10.19 0.240
H 10.68 8.81 14.63 -0.040
H 14.42 8.66 18.23 0.356
H 14.61 12.30 11.84 -0.219
H 10.35 7.54 13.39 0.245
H 15.26 15.21 13.07 -0.346
H 19.28 11.98 16.16 0.429
H 18.77 13.01 10.07 -0.112
H 15.69 10.07 15.68 -0.368
H 17.36 8.86 10.78 0.460
H 12.09 6.46 6.64 0.215
H 11.78 14.69 9.73 0.576
H 10.95 10.26 19.45 0.365
H 17.76 11.10 16.38 0.311
H 10.87 12.84 11.80 0.300
H 16.70 10.00 11.96 0.056
H 14.96 13.24 13.98 0.740
H 18.81 16.95 15.83 0.328
H 15.05 17.04 13.05 0.723
H 11.67 10.54 17.83 0.139
H 12.94 10.50 11.71 0.631
H 15.95 15.21 9.96 0.391
H 19.65 15.28 10.78 0.286
H 13.63 6.40 11.98 0.167
H 14.19 13.61 9.64 0.211
H 19.75 14.20 7.95 0.431
H 13.24 8.58 5.85 0.412
H 15.74 9.51 10.61 -0.087
H 18.39 15.06 8.65 0.275
H 18.65 10.43 14.04 0.525
H 19.00 15.26 16.11 0.224
H 17.94 15.05 11.34 -0.026
H 12.20 17.26 10.24 0.411
H 18.11 14.04 7.23 0.334
H 9.08 8.53 13.98 0.318
H 11.97 6.41 9.22 0.536
H 11.43 8.15 18.58 0.267
H 17.84 12.84 15.79 0.069
H 15.30 6.02 12.42 0.313
H 12.94 17.00 14.01 0.499
H 8.68 13.52 7.52 0.381
H 18.89 12.00 8.64 0.393
H 10.06 10.71 7.74 0.227
H 12.95 15.36 14.49 0.365
H 17.30 11.58 13.87 -0.349
H 13.80 10.10 8.01 0.564
H 9.82 10.64 18.10 0.327
H 16.37 8.62 16.64 0.619
H 9.65 13.00 12.89 0.324
```